Entry 1:
The following is a DFT calculation (the ωB97M-V functional and the def2-TZVPD basis) of 2 unconnected molecules or ions with the total composition C17H29FN2O7PS at a distorted geometry.

Geometry as XYZ:
```
58
Properties=species:S:1:pos:R:3:forces:R:3:mulliken_charge:R:1
O 2.33991 0.45222 4.53946 -2.81 -3.57 -0.49 -0.51
S 1.63459 -0.86580 4.61942 3.89 0.80 3.63 1.11
O 2.30221 -1.90112 5.45906 -2.78 2.50 -2.85 -0.50
F 0.10013 -0.53220 5.27976 2.24 -0.78 -1.68 -0.27
C 1.24623 -1.48324 2.88012 0.67 1.77 -0.92 -0.14
C 2.52383 -1.49567 1.87038 -0.08 -0.69 -0.22 -0.68
C 1.81306 -1.04794 0.48934 -1.40 -0.53 1.33 -0.59
C 0.81626 0.06198 1.05921 -0.06 -0.24 0.52 0.28
C 0.16305 1.35820 0.40738 0.55 -0.30 0.43 -0.59
C -1.43870 1.41124 0.49522 -0.53 1.16 -0.16 -0.45
C -1.99985 2.08964 1.86766 0.91 -0.38 -0.14 -0.86
N -2.58150 1.01007 2.72051 0.00 1.42 -0.25 -0.07
C -4.07615 0.96801 2.68241 -0.77 -1.97 0.94 -1.02
C -4.47211 -0.52404 2.18018 -1.20 -1.72 -1.18 0.71
C -4.94995 -0.66192 0.71459 0.27 -3.89 2.55 -0.45
C -5.32353 -2.09061 0.20270 1.03 0.14 3.37 -0.51
C -5.23035 -3.32642 1.16607 0.98 3.33 0.93 -0.35
C -4.73249 -3.18643 2.62918 -0.21 3.22 -2.11 -0.47
C -4.36456 -1.76742 3.13925 -0.97 -0.12 -3.47 0.17
O -3.92912 -1.52453 4.48432 0.51 -0.56 -2.09 -0.51
N 0.54712 -0.25817 2.32001 -0.04 -0.24 -1.53 0.15
H 0.66612 -2.46477 2.87290 0.50 1.53 0.17 0.34
H 3.37731 -0.76668 2.11610 -1.45 -1.22 0.09 0.35
H 2.86525 -2.58122 1.79129 -0.10 1.67 0.13 0.37
H 2.44904 -0.83357 -0.43010 -0.83 0.08 1.48 0.44
H 1.13480 -1.96284 0.28076 0.80 1.56 -0.23 0.30
H 0.55620 1.46522 -0.65665 -0.55 -0.31 1.46 0.18
H 0.55317 2.26021 1.01974 -0.35 -1.47 -0.97 0.35
H -1.94032 0.39256 0.37634 0.77 1.40 0.07 0.39
H -1.78703 2.11923 -0.35206 0.73 -1.39 1.12 0.33
H -2.75988 2.90971 1.59416 1.12 -1.28 0.51 0.33
H -1.13099 2.59330 2.44498 -1.32 -0.64 -0.99 0.42
H -2.20726 1.01187 3.67696 -0.68 0.45 -0.53 0.24
H -4.48816 1.16404 3.74525 0.53 -0.50 -1.73 0.31
H -4.55444 1.75249 2.00643 0.94 -1.13 0.69 0.43
H -5.01814 0.25035 0.03893 0.06 -1.41 1.05 0.31
H -5.67745 -2.26846 -0.87372 0.59 0.39 1.90 0.32
H -5.52661 -4.35774 0.78298 0.48 1.67 0.58 0.32
H -4.63633 -4.09989 3.31534 -0.23 1.65 -1.14 0.36
H -2.94448 -1.61287 4.47316 -1.17 0.06 0.11 0.27
H -0.08387 0.30811 2.90615 0.06 -0.43 -0.52 0.21
C 5.82851 0.28066 -4.91806 0.61 -0.40 0.23 -0.62
O 4.86738 1.20262 -5.41904 -1.00 0.19 0.32 -0.34
P 3.46434 1.31733 -4.65989 0.16 0.08 -0.03 0.92
O 3.41024 0.68478 -3.31669 -0.03 0.34 -0.83 -0.53
O 2.41649 0.73991 -5.72136 0.11 0.78 0.66 -0.30
C 2.63342 -0.57151 -6.21794 0.19 -0.54 -0.24 -0.61
O 3.17502 2.88675 -4.68904 0.23 -1.08 -0.36 -0.36
C 2.32775 3.41489 -3.67872 -0.30 0.35 0.47 -0.62
H 6.39984 -0.11575 -5.75767 -0.10 0.19 -0.04 0.26
H 6.50489 0.79822 -4.23581 -0.05 -0.09 -0.02 0.27
H 5.35646 -0.55637 -4.39896 0.03 0.15 0.02 0.31
H 3.08132 -1.21624 -5.45706 -0.06 0.00 -0.02 0.30
H 3.29007 -0.52530 -7.08752 0.01 -0.02 0.04 0.25
H 1.67811 -0.99894 -6.51987 0.01 0.17 0.08 0.28
H 2.93067 3.68058 -2.80810 -0.09 -0.05 -0.01 0.26
H 1.55584 2.69886 -3.38752 0.06 0.05 -0.01 0.25
H 1.84462 4.31467 -4.06191 0.15 -0.14 -0.12 0.29
```
Forces are in eV/Å.

As for the net charge: +1. Its HOMO-LUMO gap is 6.33 eV. The total energy comes out at -2140.36216 Eh. Its spin multiplicity is 1. Its LUMO energy is -4.5 eV. For the HOMO energy, the calculation gives -10.83 eV.

***

Entry 2:
The following is a DFT calculation (the ωB97M-V functional and the def2-TZVPD basis) of a gas-phase ion, C17H29N2O4 (charge +1) at a distorted geometry.

Geometry as XYZ:
```
52
Properties=species:S:1:pos:R:3:forces:R:3:mulliken_charge:R:1
C 0.06617 4.76446 1.01337 0.04 0.10 -0.04 -1.41
C 0.67392 3.35228 1.13363 -0.36 0.74 -0.46 -0.43
C 0.05206 2.43978 0.07042 0.12 0.56 0.53 -0.69
O -0.21382 1.10204 0.59605 0.48 0.45 -0.76 -0.22
C -0.35956 0.24407 -0.45200 -0.96 0.50 0.77 0.48
C 0.77342 -0.32426 -0.98039 0.92 -0.01 0.01 0.09
C 2.15742 -0.07753 -0.42250 -0.91 0.22 0.33 -1.28
C 2.20935 -0.56166 1.05326 1.06 -0.35 0.22 -0.41
C 2.83269 -1.97118 1.28265 -0.02 -0.33 -0.32 0.40
C 2.82361 -2.91878 0.05161 0.10 -0.25 0.81 -1.41
C 4.26934 -1.92286 1.84270 -0.98 -0.28 0.12 -1.62
N 0.60780 -1.13196 -2.03105 0.72 -0.48 -0.33 0.04
C -0.57203 -1.44001 -2.56555 -0.53 -0.08 -0.77 0.04
O -0.57050 -2.28800 -3.61996 0.64 0.02 0.13 -0.58
C -1.72945 -0.92391 -2.05799 -0.88 0.74 0.25 -0.11
C -3.04831 -1.36960 -2.69941 0.88 -1.07 0.46 -1.17
N -3.40261 -2.71369 -2.19899 0.01 0.43 0.13 -0.61
C -1.62999 -0.04339 -0.96283 -0.31 -0.31 -0.33 1.32
C -2.94199 0.50228 -0.40776 0.61 0.13 0.33 -1.21
O -2.83515 1.71269 0.32370 -0.14 -0.68 0.50 -0.41
C -3.03327 1.58483 1.69881 -1.22 1.06 1.32 0.70
C -2.32218 0.52758 2.53122 0.39 -0.06 -0.58 -0.77
O -3.76259 2.37937 2.24141 0.98 -0.60 -0.90 -0.54
H 0.10547 5.12808 -0.02013 -0.01 -0.10 0.10 0.35
H 0.62133 5.48938 1.61418 -0.05 -0.16 0.01 0.41
H -0.97818 4.79180 1.33848 0.10 -0.09 -0.06 0.34
H 0.49576 2.99590 2.15025 0.21 -0.26 -0.17 0.26
H 1.74002 3.46742 0.91904 0.02 -0.37 0.44 0.34
H 0.73678 2.37072 -0.78244 -0.16 -0.12 0.01 0.54
H -0.88642 2.88123 -0.27819 -0.01 -0.30 0.03 0.52
H 2.92997 -0.51363 -1.05988 -0.11 -0.13 0.13 0.59
H 2.30436 1.00700 -0.45492 0.07 -0.15 0.07 0.36
H 2.82510 0.15589 1.60820 -0.17 -0.05 -0.04 0.48
H 1.23139 -0.54651 1.53205 -0.03 0.20 -0.33 0.23
H 2.22045 -2.46561 2.04532 0.03 0.18 -0.06 0.29
H 2.66135 -3.93481 0.42738 0.05 0.08 -0.17 0.47
H 3.81637 -2.93819 -0.40902 -0.30 0.19 -0.36 0.32
H 2.02174 -2.73540 -0.66496 0.16 0.02 -0.03 0.23
H 4.62716 -2.95461 1.91775 0.24 0.21 -0.13 0.44
H 4.91160 -1.32805 1.18879 0.13 -0.06 0.24 0.37
H 4.22504 -1.54429 2.86752 0.34 0.29 -0.21 0.41
H 1.43105 -1.56373 -2.44389 -0.08 0.00 -0.02 0.44
H -0.78126 -1.81171 -4.43553 -0.06 -0.14 -0.04 0.38
H -3.86724 -0.68416 -2.50870 0.07 -0.05 -0.26 0.38
H -2.86587 -1.49385 -3.76774 -0.39 0.36 0.01 0.41
H -2.58184 -3.30778 -2.26241 -0.17 -0.16 -0.13 0.30
H -3.63800 -2.66707 -1.21202 -0.12 -0.05 -0.07 0.27
H -3.61625 0.68346 -1.24438 0.02 0.14 0.20 0.38
H -3.39237 -0.26348 0.23768 0.00 -0.08 -0.33 0.54
H -2.19063 -0.42759 2.01321 -0.02 0.10 0.14 0.24
H -2.83182 0.38904 3.48175 -0.25 0.04 -0.25 0.41
H -1.31937 0.89804 2.76225 -0.11 0.00 -0.14 0.12
```
Forces are in eV/Å.

As for the SMILES: CCCOc1c(CCC(C)C)[nH+]c(O)c(CN)c1COC(C)=O. As for the net charge: +1. Its HOMO-LUMO gap is 8.88 eV. The total energy comes out at -1075.38319 Eh. The energy relative to the best compared isomer or geometry (same formula, charge and spin) is 0.0 kJ/mol. Its spin multiplicity is 1. Its LUMO energy is -4.0 eV. For the HOMO energy, the calculation gives -12.86 eV.

***

Entry 3:
The following is a DFT calculation (the ωB97M-V functional and the def2-TZVPD basis) of a molecular structure, C17H29N2Ru at a distorted geometry.

Geometry as XYZ:
```
49
Properties=species:S:1:pos:R:3:forces:R:3:mulliken_charge:R:1
C 1.88718 2.45163 0.06799 -0.76 -0.37 1.20 -0.95
H 1.94775 2.65548 1.17215 0.29 -0.39 -0.99 0.33
H 2.58147 3.13279 -0.41140 -0.08 0.07 -0.24 0.39
H 2.18385 1.41112 -0.15959 0.31 0.48 0.42 0.08
C 0.41648 2.60218 -0.37446 -0.61 1.36 -0.17 1.17
H 0.12460 1.68245 -0.86739 -0.33 -0.43 -0.58 -0.78
H -0.30125 2.69196 0.44352 0.32 0.01 0.27 0.31
C 0.15265 3.83652 -1.27485 1.09 0.15 -0.62 -1.51
H -0.85822 4.16185 -1.53590 -0.13 -0.52 0.59 0.39
H 0.67708 4.71390 -0.86002 -0.30 -0.32 0.09 0.41
H 0.63590 3.68738 -2.24548 0.10 -0.06 0.01 0.33
C -0.61532 -2.53887 -1.18626 0.93 0.65 -0.75 0.85
C -1.02317 -1.34269 -1.94134 1.64 -1.10 -1.53 0.11
C 0.19918 -0.61912 -2.29717 -0.61 -0.51 -0.85 0.61
C 1.31522 -1.25766 -1.67900 0.27 -0.95 -0.60 0.73
C 0.83412 -2.37770 -0.90099 0.04 -0.99 -2.16 0.22
C 1.67870 -3.21955 -0.00393 0.12 -0.15 0.12 -1.47
C 2.74995 -0.87089 -1.85227 -0.04 0.27 0.35 -1.70
C 0.28765 0.55704 -3.21631 0.07 0.40 0.07 -1.36
C -2.39275 -0.81124 -2.09958 -0.56 0.25 -0.12 -1.41
C -1.53207 -3.40096 -0.39445 -0.11 -0.26 0.29 -0.98
Ru -0.31891 -0.84527 -0.02564 -0.09 4.02 4.16 0.91
H 3.32399 -1.13609 -0.96825 0.13 -0.02 0.00 0.46
H 3.23581 -1.34958 -2.70853 -0.32 -0.16 0.01 0.31
H 2.85706 0.20158 -1.99943 -0.02 0.04 -0.03 0.42
H 2.65670 -2.75099 0.16720 -0.33 -0.18 -0.05 0.37
H 1.19735 -3.35562 0.97399 0.17 -0.21 -0.17 0.28
H 1.84678 -4.20149 -0.46329 -0.04 0.09 0.21 0.35
H -2.40691 -2.85610 -0.00340 0.05 -0.18 -0.33 0.30
H -1.88129 -4.19462 -1.05596 -0.26 -0.21 0.20 0.37
H -1.02227 -3.84214 0.47216 -0.07 -0.13 -0.37 0.36
H -2.39357 0.25234 -2.36021 0.10 -0.25 -0.07 0.31
H -2.95746 -1.34824 -2.86475 -0.10 -0.05 0.08 0.40
H -2.92761 -0.89176 -1.14725 -0.33 -0.14 -0.14 0.30
H 1.15734 1.17844 -2.97385 -0.19 -0.11 -0.02 0.37
H 0.40457 0.26825 -4.27254 -0.10 -0.22 0.35 0.32
H -0.59947 1.19343 -3.14983 0.11 -0.10 -0.07 0.31
C -1.23343 1.83585 4.71293 -0.28 0.85 1.42 -0.85
N -1.09493 0.76749 3.77475 0.84 -0.94 -2.35 0.11
C -1.42445 -0.58274 3.94990 0.41 1.24 -0.43 -0.62
C -1.12156 -1.19185 2.78620 0.14 0.67 -0.56 -0.63
N -0.64042 -0.25787 1.87223 0.15 1.40 1.66 0.11
C -0.58699 0.93574 2.51588 -1.12 -1.76 1.41 -0.11
H -2.29788 1.95959 4.97204 0.45 0.03 -0.09 0.35
H -0.67436 1.57810 5.62687 -0.22 0.27 -0.32 0.36
H -0.85059 2.78732 4.30034 -0.17 -0.64 0.14 0.29
H -1.83335 -0.96862 4.85527 -0.12 -0.05 0.39 0.46
H -1.16673 -2.20659 2.47220 -0.30 -0.61 0.22 0.49
H -0.19643 1.87585 2.15771 -0.15 -0.18 -0.06 0.14
```
Forces are in eV/Å.

As for the net charge: +2. Its HOMO-LUMO gap (alpha / beta) is 9.38 / 6.35 eV. The total energy comes out at -868.82541 Eh. Its spin multiplicity is 6. Its LUMO energy (alpha / beta) is -5.2 / -9.9 eV. For the HOMO energy (alpha / beta), the calculation gives -14.56 / -16.25 eV.